# C43H38F3N4O3P2Rh

A structure of composition C43H38F3N4O3P2Rh (ωB97M-V with the def2-TZVPD basis set, the Open Molecules 2025 dataset).

Geometry as XYZ:
```
94
Properties=species:S:1:pos:R:3:mulliken_charge:R:1
Rh 0.23 1.18 0.00 -1.33
O 0.76 1.93 -1.85 0.87
C 0.14 3.15 -2.21 0.11
C 0.79 4.11 -2.95 -0.53
C 0.10 5.27 -3.27 -0.88
C -1.21 5.46 -2.85 -0.98
C -1.83 4.49 -2.08 0.09
C -1.15 3.32 -1.72 -0.85
P -1.87 1.99 -0.70 2.62
C -2.94 1.10 -1.84 0.65
C -4.33 1.15 -1.75 -0.66
C -5.09 0.46 -2.68 -0.84
C -4.48 -0.28 -3.69 -0.69
C -3.09 -0.31 -3.78 -0.72
C -2.32 0.38 -2.86 -0.19
C -2.81 2.71 0.65 0.52
C -2.61 4.02 1.08 -0.83
C -3.25 4.48 2.22 -0.89
C -4.10 3.64 2.93 -0.62
C -4.29 2.33 2.51 -0.91
C -3.64 1.85 1.38 -0.46
C 1.91 1.40 -2.49 -0.21
C 2.01 1.36 -3.86 -0.22
C 3.14 0.77 -4.42 -0.92
C 4.12 0.22 -3.61 -0.82
C 3.97 0.23 -2.23 -0.89
C 2.86 0.83 -1.65 -0.47
P 2.54 0.81 0.13 2.46
C 3.32 -0.63 0.84 0.51
C 4.41 -0.51 1.71 -0.71
C 5.01 -1.65 2.21 -0.77
C 4.54 -2.90 1.84 -0.62
C 3.46 -3.02 0.98 -0.73
C 2.84 -1.89 0.47 -0.01
C 3.21 2.32 0.84 0.50
C 2.88 2.63 2.16 -0.17
C 3.34 3.80 2.74 -0.90
C 4.13 4.67 2.00 -0.63
C 4.46 4.37 0.68 -0.79
C 4.00 3.20 0.10 -0.51
H 1.81 3.97 -3.27 0.59
H 0.60 6.04 -3.85 0.48
H -1.74 6.36 -3.12 0.47
H -2.85 4.63 -1.74 0.61
H -4.81 1.72 -0.98 0.48
H -6.17 0.49 -2.62 0.46
H -5.08 -0.82 -4.40 0.44
H -2.62 -0.88 -4.57 0.50
H -1.24 0.34 -2.94 0.26
H -1.94 4.68 0.54 0.48
H -3.10 5.50 2.54 0.47
H -4.62 4.01 3.80 0.45
H -4.95 1.67 3.06 0.48
H -3.78 0.82 1.07 0.63
H 1.23 1.77 -4.49 0.62
H 3.23 0.73 -5.49 0.49
H 4.98 -0.25 -4.06 0.49
H 4.72 -0.24 -1.60 0.59
H 4.78 0.47 1.98 0.49
H 5.86 -1.56 2.88 0.46
H 5.02 -3.79 2.23 0.44
H 3.10 -4.00 0.69 0.49
H 2.00 -1.98 -0.20 0.17
H 2.27 1.95 2.74 0.34
H 3.09 4.03 3.76 0.47
H 4.49 5.59 2.45 0.43
H 5.08 5.05 0.11 0.46
H 4.27 2.97 -0.92 0.47
C 1.21 -0.90 6.03 -1.48
C 0.81 -2.04 5.09 0.84
C 1.92 -2.36 4.09 -1.14
C -0.52 -1.78 4.40 -1.33
N -0.49 -0.59 3.54 0.07
C -0.73 0.70 3.84 -0.35
N -0.54 1.43 2.77 -0.88
N -0.19 0.54 1.84 1.80
N -0.14 -0.66 2.27 -0.27
H 2.10 -1.17 6.59 0.44
H 0.42 -0.67 6.74 0.40
H 1.45 0.01 5.47 0.21
H 0.63 -2.93 5.70 0.37
H 2.17 -1.48 3.48 -0.09
H 1.63 -3.17 3.42 0.44
H 2.83 -2.65 4.62 0.53
H -1.32 -1.61 5.12 0.51
H -0.81 -2.60 3.75 0.41
H -1.04 1.06 4.81 0.48
F -0.60 -2.58 -2.39 -0.24
C -1.08 -2.64 -1.14 0.37
F -0.26 -3.41 -0.41 -0.22
F -2.28 -3.19 -1.17 -0.23
C -1.14 -1.23 -0.49 0.64
O -0.05 -0.57 -0.78 0.32
O -2.06 -0.89 0.21 -0.41
```

Kohn-Sham gap = 6.433 eV
HOMO level = -13.4 eV
total charge = +2
energy above the lowest of the compared OMol25 structures with the same formula, charge and spin = 0.0 kJ/mol

=====

# C43H38FMoN7O3S3

A structure of composition C43H38FMoN7O3S3 (ωB97M-V with the def2-TZVPD basis set, the Open Molecules 2025 dataset).

Geometry as XYZ:
```
96
Properties=species:S:1:pos:R:3:mulliken_charge:R:1
Mo 0.47 0.15 0.35 -2.25
N 1.60 3.94 2.23 -0.45
C 1.00 2.77 1.92 0.64
S 1.96 1.33 1.86 -0.51
N -0.30 2.79 1.74 -1.82
N -0.75 1.52 1.47 1.74
C -1.98 1.20 1.69 0.81
C -3.00 2.16 2.19 -0.45
C -3.33 3.27 1.42 -0.31
C -4.30 4.15 1.86 -0.80
C -4.93 3.93 3.08 -0.55
C -4.59 2.84 3.86 -0.96
C -3.63 1.94 3.41 0.01
C -2.32 -0.21 1.44 -0.35
C -3.57 -0.75 1.65 0.05
C -3.72 -2.13 1.53 -1.12
C -2.64 -2.92 1.19 -1.22
C -1.43 -2.29 0.91 -0.81
N -1.28 -0.98 1.05 2.51
H 2.57 3.95 2.46 0.24
H 1.02 4.70 2.54 0.24
H -2.82 3.44 0.48 0.46
H -4.57 5.00 1.25 0.45
H -5.69 4.63 3.42 0.39
H -5.07 2.68 4.81 0.43
H -3.36 1.09 4.01 0.61
H -4.41 -0.13 1.93 0.72
H -4.69 -2.58 1.72 0.48
H -2.72 -3.99 1.09 0.52
H -0.55 -2.84 0.60 0.47
C -1.75 6.02 -4.07 -1.40
C -1.59 4.71 -4.83 -0.29
C -2.74 4.43 -5.80 -1.08
C -4.04 4.23 -5.04 -1.26
C -3.88 3.21 -3.95 0.84
C -4.96 2.51 -3.46 -0.63
C -4.79 1.54 -2.47 -0.37
F -5.88 0.89 -2.04 -0.39
C -3.56 1.24 -1.96 -0.39
C -2.45 1.95 -2.43 0.80
C -1.13 1.65 -1.86 0.14
O -1.07 0.78 -0.97 0.20
C -0.04 2.37 -2.40 -0.09
C -0.27 3.29 -3.38 -0.25
N -1.47 3.59 -3.89 0.10
C -2.60 2.92 -3.42 -0.52
C 1.37 2.18 -1.92 -0.02
O 2.29 2.70 -2.52 -0.78
O 1.49 1.46 -0.86 0.17
H -1.87 6.85 -4.76 0.40
H -0.87 6.21 -3.45 0.39
H -2.61 5.99 -3.40 0.37
H -0.66 4.72 -5.39 0.52
H -2.51 3.53 -6.37 0.36
H -2.82 5.25 -6.51 0.43
H -4.84 3.91 -5.72 0.47
H -4.37 5.18 -4.61 0.36
H -5.95 2.69 -3.85 0.52
H -3.42 0.46 -1.22 0.62
H 0.57 3.84 -3.79 0.64
S -1.71 -2.00 -2.01 -0.39
C -0.04 -1.82 -2.20 -0.23
N 0.87 -1.16 -1.46 1.56
C 2.14 -1.22 -2.05 -1.05
C 3.29 -0.58 -1.58 0.81
C 4.48 -0.74 -2.27 -1.10
C 4.55 -1.53 -3.42 -0.70
C 3.42 -2.16 -3.90 -0.43
C 2.22 -1.99 -3.21 0.44
S 0.66 -2.61 -3.60 -0.36
H 3.27 0.05 -0.71 0.35
H 5.37 -0.24 -1.91 0.42
H 5.49 -1.64 -3.95 0.39
H 3.45 -2.76 -4.80 0.41
C 1.49 0.09 5.46 -0.84
N 0.31 -0.70 5.18 -0.07
C -0.84 -0.13 5.85 -0.96
C 0.06 -0.78 3.75 0.34
C 1.07 -1.63 2.99 1.08
C 1.62 -2.71 3.67 -0.94
C 2.50 -3.58 3.06 -0.71
C 2.84 -3.38 1.74 -1.26
C 2.29 -2.30 1.05 -0.42
C 1.40 -1.39 1.63 0.57
H 1.70 0.08 6.53 0.40
H 1.37 1.14 5.13 0.19
H 2.35 -0.32 4.94 0.28
H -0.65 -0.07 6.93 0.41
H -1.72 -0.76 5.70 0.29
H -1.07 0.89 5.49 0.30
H 0.03 0.23 3.32 0.35
H -0.93 -1.22 3.61 0.10
H 1.34 -2.85 4.71 0.44
H 2.92 -4.42 3.62 0.41
H 3.53 -4.04 1.23 0.45
H 2.59 -2.19 0.02 0.45
```

Kohn-Sham gap (spin up / spin down) = 6.368 / 5.879 eV
spin multiplicity = 3
HOMO level (spin up / spin down) = -6.9 / -6.9 eV
energy above the lowest of the compared OMol25 structures with the same formula, charge and spin = 39.2 kJ/mol

=====

Which value of energy above the lowest of the compared OMol25 structures with the same formula, charge and spin does entry 2 give?
39.2 kJ/mol

=====

Among the records above, which one has the highest energy above the lowest of the compared OMol25 structures with the same formula, charge and spin?
C43H38FMoN7O3S3

=====

The highest energy above the lowest of the compared OMol25 structures with the same formula, charge and spin belongs to which entry?
C43H38FMoN7O3S3

=====

Which of these has the highest energy above the lowest of the compared OMol25 structures with the same formula, charge and spin?
C43H38FMoN7O3S3